Entry 1:
Computed, not measured: a structure of composition C28H28AuClN5O4S at a distorted geometry, with ωB97M-V with the def2-TZVPD basis set.

Calculated values
<S²>: 2.014
spin multiplicity: 3
charge: +1
energy above the lowest of the compared OMol25 structures with the same formula, charge and spin: 0.0 kcal/mol

CARTESIAN COORDINATES (ANGSTROEM)
Au1 -0.18362 -0.15337 -0.02978
Cl1 -2.50711 -0.64444 0.21499
O1 -0.91499 2.50487 -0.29856
H1 -0.16329 3.08469 -0.11392
H2 -1.60896 2.73209 0.32775
C1 -4.17867 -3.03893 2.72988
C2 -2.98192 -3.35330 3.60698
N1 -2.96019 -2.51819 4.83436
C3 -4.06753 -2.70765 5.81272
C4 -5.09126 -1.58640 5.75506
C5 -2.03605 -1.66928 5.12100
O2 -2.00089 -1.00107 6.22694
C6 -0.85928 -1.23397 4.35154
C7 0.40775 -1.26409 4.94894
C8 1.47963 -0.83891 4.19641
C9 1.24707 -0.39661 2.90131
N2 0.02844 -0.35113 2.34484
C10 -1.01914 -0.72625 3.05859
H3 -4.08035 -3.58620 1.79440
H4 -4.22973 -1.98043 2.47901
H5 -5.11249 -3.33798 3.20675
H6 -2.04469 -3.22040 3.07208
H7 -3.01345 -4.38479 3.95847
H8 -3.61692 -2.78327 6.80355
H9 -4.51555 -3.66997 5.57680
H10 -4.65479 -0.62585 6.02696
H11 -5.88759 -1.80115 6.46664
H12 -5.53190 -1.50304 4.76300
H13 0.53531 -1.63014 5.95846
H14 2.48442 -0.84979 4.59224
H15 2.05530 -0.05461 2.26988
H16 -1.98224 -0.65411 2.56425
S1 -0.56260 0.33356 -6.79211
C11 -0.46448 0.16832 -5.01854
C12 -1.57790 0.39831 -4.22327
C13 -1.47000 0.25596 -2.85275
N3 -0.32354 -0.10198 -2.26918
C14 0.75162 -0.33088 -3.02704
C15 0.71999 -0.21315 -4.40240
C16 -0.06546 2.04599 -6.91548
C17 1.27512 2.39564 -6.96102
C18 1.60116 3.74039 -7.05558
N4 0.70092 4.72117 -7.11438
C19 -0.58216 4.36407 -7.08517
C20 -1.01763 3.05000 -6.98739
H17 -2.52080 0.69020 -4.66393
H18 -2.31007 0.42924 -2.19541
H19 1.65438 -0.62177 -2.50969
H20 1.60806 -0.41706 -4.98380
H21 2.04822 1.63974 -6.93242
H22 2.64107 4.04480 -7.09037
H23 -1.30353 5.17117 -7.14265
H24 -2.07313 2.81477 -6.97275
O3 1.97778 2.56676 -0.23109
C21 2.51763 1.48208 -0.19626
N5 1.86738 0.26049 -0.12160
C22 2.78487 -0.77583 -0.02083
O4 2.51279 -1.94463 0.14192
C23 4.15435 -0.16665 -0.10001
C24 5.40547 -0.74589 -0.07420
C25 6.50313 0.10793 -0.15797
C26 6.33565 1.48800 -0.25901
C27 5.06574 2.06017 -0.28088
C28 3.98965 1.20231 -0.20199
H25 5.52471 -1.81869 0.00366
H26 7.50327 -0.30479 -0.14641
H27 7.20878 2.12392 -0.32241
H28 4.92423 3.12998 -0.35916

Entry 2:
Computed, not measured: a structure of composition C28H28F5N2O3PPmS2SeTe at a distorted geometry, with ωB97M-V with the def2-TZVPD basis set.

Calculated values
<S²>: 6.006
spin multiplicity: 5
charge: +1
electronic energy: -6333.79389 hartree

CARTESIAN COORDINATES (ANGSTROEM)
Pm1 10.81105 12.54664 10.13946
S1 13.53968 11.66141 10.02767
C1 13.93776 10.97322 11.47702
N1 15.13566 10.55695 11.75266
C2 15.52619 10.22795 13.07529
C3 14.92794 11.20782 14.02921
N2 13.49985 11.04309 13.87990
C4 12.60368 11.02296 15.08722
C5 12.99518 9.85172 15.93648
C6 12.94819 8.53851 15.48099
C7 13.46942 7.51420 16.27964
C8 13.95112 7.74672 17.52529
C9 14.05990 9.07103 17.96739
C10 13.61413 10.09602 17.15838
C11 12.96087 10.87359 12.67204
S2 11.30676 10.65358 12.35978
C12 16.13661 10.50233 10.72656
C13 17.05279 9.34767 10.66794
C14 16.64178 8.12029 10.20398
C15 17.55215 7.03586 10.11098
C16 18.88242 7.24768 10.37624
C17 19.29571 8.50572 10.79512
C18 18.40842 9.54217 10.92468
H1 16.60584 10.30724 13.10675
H2 15.33963 9.18296 13.34632
H3 15.06488 12.23466 13.69506
H4 15.16984 11.00269 15.03298
H5 11.54118 11.00779 14.79507
H6 12.82240 11.94229 15.59627
H7 12.55129 8.31719 14.51157
H8 13.46381 6.49617 15.89109
H9 14.41961 6.87769 18.06029
H10 14.42549 9.29123 18.98740
H11 13.70225 11.13517 17.57506
H12 16.71848 11.42015 10.80902
H13 15.66810 10.51227 9.73547
H14 15.59752 8.06783 9.84217
H15 17.22242 6.09065 9.73407
H16 19.57975 6.43140 10.28523
H17 20.34920 8.60742 11.02151
H18 18.84428 10.48302 11.25305
C19 8.48751 14.49478 13.00742
C20 9.93502 14.41728 13.31172
O1 10.63755 14.19328 12.07549
P1 11.46305 15.34101 11.23895
O2 11.58268 14.52302 9.89113
Te1 10.52832 17.35919 11.20906
O3 12.91534 15.11861 11.86089
C21 13.73691 16.26964 12.24677
C22 13.63427 16.44164 13.78164
H19 7.95073 14.80058 13.86742
H20 8.11110 13.54988 12.64234
H21 8.29250 15.20762 12.24774
H22 10.20785 13.61509 13.95962
H23 10.36229 15.32332 13.74360
H24 13.42654 17.12485 11.67788
H25 14.73516 15.95238 11.90974
H26 12.58776 16.52513 14.04590
H27 14.12485 17.36380 14.08008
H28 14.10708 15.58789 14.27324
F1 6.46869 7.12005 8.92148
C23 7.22304 8.20427 8.68688
C24 7.54800 8.52464 7.35540
F2 7.15603 7.68250 6.43275
C25 8.29649 9.66852 7.11277
F3 8.53097 9.98621 5.87373
C26 8.74839 10.50050 8.18355
Se1 9.60556 12.07260 7.67015
C27 8.40954 10.13831 9.46418
F4 8.82411 10.91142 10.53303
C28 7.64786 9.00863 9.76847
F5 7.35618 8.69885 11.02782